(1)
Density functional theory data (the ωB97M-V functional and the def2-TZVPD basis) for an isolated molecule of C4H7NO2.

Summary:
- structure (SMILES) = O=C1CNC[C@@H]1O
- energy above the lowest of the compared OMol25 structures with the same formula, charge and spin (eV) = 2.123
- HOMO energy (eV) = -9.240
- LUMO (eV) = 0.656
- multiplicity = 1

Structure (XYZ):
```
14
Properties=species:S:1:pos:R:3:nbo_charge:R:1
O -0.239 1.925 -1.314 -0.712
C -0.549 0.889 -0.355 -0.041
C -1.077 -0.649 -0.474 -0.240
N -0.081 -1.561 0.124 -0.613
C 0.870 -0.776 0.896 -0.340
C 0.767 0.641 0.381 0.569
O 1.643 1.476 0.401 -0.536
H 0.437 2.486 -0.853 0.490
H -1.332 1.355 0.240 0.194
H -1.951 -0.692 0.195 0.195
H -1.413 -1.072 -1.425 0.221
H 0.399 -2.114 -0.575 0.366
H 1.895 -1.143 0.790 0.231
H 0.631 -0.766 1.970 0.216
```

=====

(2)
Density functional theory data (the ωB97M-V functional and the def2-TZVPD basis) for an isolated molecule of C4H7NO2.

Summary:
- structure (SMILES) = C[C@H]1CNC(=O)O1
- energy above the lowest of the compared OMol25 structures with the same formula, charge and spin (eV) = 0.036
- HOMO energy (eV) = -10.014
- LUMO (eV) = 0.756
- multiplicity = 1

Structure (XYZ):
```
14
Properties=species:S:1:pos:R:3:nbo_charge:R:1
C -1.534 -0.934 0.052 -0.627
C -0.350 -0.272 -0.625 0.088
C -0.008 1.132 -0.063 -0.235
N 1.243 0.866 0.605 -0.649
C 1.768 -0.361 0.278 0.879
O 2.858 -0.791 0.549 -0.605
O 0.829 -1.059 -0.414 -0.495
H -1.412 -0.922 1.141 0.215
H -1.626 -1.972 -0.277 0.228
H -2.459 -0.404 -0.203 0.214
H -0.510 -0.230 -1.707 0.187
H -0.776 1.475 0.641 0.196
H 0.093 1.880 -0.858 0.192
H 1.884 1.592 0.880 0.412
```

=====

(3)
Density functional theory data (the ωB97M-V functional and the def2-TZVPD basis) for an isolated molecule of C4H7NO2.

Summary:
- energy above the lowest of the compared OMol25 structures with the same formula, charge and spin (eV) = 5.160
- HOMO energy (alpha / beta) (eV) = -9.173 / -9.155
- LUMO (alpha / beta) (eV) = -1.603 / -0.998
- multiplicity = 1

Structure (XYZ):
```
14
Properties=species:S:1:pos:R:3:nbo_charge:R:1
O 2.171 -0.272 -0.004 -0.702
C 1.188 0.519 -0.611 -0.114
C -0.209 0.025 -0.379 -0.011
C -0.547 -0.741 0.858 -0.358
N 0.109 -0.376 1.966 -0.507
C -1.347 0.225 -1.184 0.273
O -2.485 0.073 -0.690 -0.532
H 1.908 -0.427 0.924 0.481
H 1.297 1.584 -0.342 0.182
H 1.369 0.459 -1.693 0.212
H -0.708 -1.823 0.751 0.233
H -1.688 -0.318 0.685 0.362
H 0.173 0.649 1.977 0.310
H -1.230 0.422 -2.258 0.170
```

=====

(4)
Density functional theory data (the ωB97M-V functional and the def2-TZVPD basis) for an isolated molecule of C4H7NO2.

Summary:
- structure (SMILES) = CC(=O)NCC=O
- energy above the lowest of the compared OMol25 structures with the same formula, charge and spin (eV) = 1.292
- HOMO energy (eV) = -9.692
- LUMO (eV) = 0.732
- multiplicity = 1

Structure (XYZ):
```
14
Properties=species:S:1:pos:R:3:nbo_charge:R:1
C 0.749 -1.191 1.300 -0.732
C 0.045 -1.478 0.002 0.684
N -0.407 -0.394 -0.785 -0.636
C -0.730 0.920 -0.257 -0.337
C 0.047 2.002 -0.982 0.421
O 0.758 2.748 -0.364 -0.504
O -0.002 -2.554 -0.558 -0.594
H 1.606 -0.530 1.140 0.246
H 0.012 -0.756 1.985 0.230
H 1.274 -2.100 1.655 0.253
H -0.972 -0.750 -1.537 0.403
H -1.806 1.040 -0.364 0.212
H -0.644 0.966 0.876 0.229
H 0.068 2.077 -2.111 0.125
```